Entry 1:
# C3H3Cl2NO

The molecule C3H3Cl2NO in a non-equilibrium geometry (wB97M-V/def2-TZVPD, the OMol25 dataset).

The geometry in ORCA input format:
```
! wB97M-V def2-TZVPD RIJCOSX def2/J DEFGRID3
* xyz 0 1
C -0.520 0.615 0.759
C -1.883 -1.369 0.115
C 1.704 -1.027 -1.509
N -1.500 -0.246 0.378
O -2.586 -2.303 0.015
Cl 1.264 -0.091 -0.151
Cl 1.477 -0.079 -3.013
H -0.463 1.595 0.363
H -0.565 0.693 1.949
H 1.330 -1.997 -1.500
*
```

The strongest force on any atom is 0.070 hartree/bohr. The electronic energy is -1166.3228 a.u. As for the HOMO energy (spin up / spin down): -8.0 / -8.6 eV. The energy above the lowest of the compared OMol25 structures with the same formula, charge and spin is 102.42 kcal/mol.


Entry 2:
# C6H12O

A cluster of 2 separate species, C6H12O in total in a non-equilibrium geometry (wB97M-V/def2-TZVPD, the OMol25 dataset).

The geometry in ORCA input format:
```
! wB97M-V def2-TZVPD RIJCOSX def2/J DEFGRID3
* xyz 0 1
C -1.475 -0.712 1.189
C -0.188 -0.166 0.858
C -2.030 -0.355 2.564
C 1.591 1.517 -1.142
C 1.155 -0.843 -1.974
C 0.590 0.513 -1.570
O -0.342 -1.522 1.035
H -2.231 -0.688 0.433
H 0.442 0.315 1.554
H -2.568 0.471 2.469
H -1.423 -0.293 3.377
H -2.793 -1.204 2.681
H 2.145 1.067 -0.417
H 1.161 2.318 -0.568
H 2.193 2.063 -1.939
H 0.403 -1.599 -2.280
H 1.798 -1.101 -1.223
H 1.784 -0.742 -2.870
H -0.213 0.962 -2.178
*
```

The strongest force on any atom is 0.132 hartree/bohr. The electronic energy is -310.8370 a.u. As for the HOMO energy (spin up / spin down): -7.7 / -8.0 eV. The energy above the lowest of the compared OMol25 structures with the same formula, charge and spin is 139.50 kcal/mol.


Entry 3:
# C4H9IN2O2P

The ion C4H9IN2O2P with charge +1 in a non-equilibrium geometry (wB97M-V/def2-TZVPD, the OMol25 dataset).

The geometry in ORCA input format:
```
! wB97M-V def2-TZVPD RIJCOSX def2/J DEFGRID3
* xyz 1 1
C -0.633 2.239 -1.047
C -0.461 1.612 0.268
I 1.137 2.107 1.516
C -1.520 0.913 1.009
O -2.234 1.522 1.735
O -1.516 -0.518 0.977
C -0.558 -1.182 0.349
N 0.346 -1.819 1.741
N 0.303 -0.481 -0.371
P 1.240 -0.972 -1.704
H 0.118 2.045 -1.781
H -0.931 3.174 -0.710
H -1.531 1.774 -1.547
H -0.970 -2.191 0.003
H -0.406 -2.197 2.424
H 0.904 -1.263 2.271
H 1.125 -2.519 1.642
H 2.344 -0.026 -1.725
H 0.428 -0.299 -2.637
*
```

As for the SMILES: C/C(I)=C(/[O-])O[C@H]([NH3+])[N+]#[PH2]. The strongest force on any atom is 0.095 hartree/bohr. The electronic energy is -1056.4605 a.u. As for the HOMO energy (spin up / spin down): -12.6 / -12.6 eV. The energy above the lowest of the compared OMol25 structures with the same formula, charge and spin is 56.81 kcal/mol.


Entry 4:
# C19H18Cl2N2O3

The molecule C19H18Cl2N2O3 in a non-equilibrium geometry (wB97M-V/def2-TZVPD, the OMol25 dataset).

The geometry in ORCA input format:
```
! wB97M-V def2-TZVPD RIJCOSX def2/J DEFGRID3
* xyz 0 1
O -0.688 -0.653 4.546
C -0.478 -1.066 3.422
C 0.399 -2.268 3.191
C 1.757 -2.111 2.938
C 2.574 -3.218 2.807
C 2.042 -4.493 2.932
Cl 3.065 -5.868 2.763
C 0.685 -4.654 3.198
Cl 0.012 -6.230 3.363
C -0.132 -3.542 3.330
N -1.020 -0.511 2.320
C -0.738 -0.882 0.955
C -0.017 0.270 0.252
N -0.839 1.464 0.317
C -0.283 2.549 -0.473
C -0.327 2.230 -1.944
C -1.482 1.689 -2.489
C -1.586 1.383 -3.843
C -0.491 1.647 -4.628
C 0.674 2.193 -4.089
C 0.783 2.488 -2.752
O 1.605 2.352 -5.082
C 0.987 1.896 -6.267
O -0.320 1.451 -5.974
C -1.066 1.840 1.700
C -1.796 0.706 2.419
H 2.177 -1.121 2.849
H 3.628 -3.104 2.610
H -1.181 -3.673 3.547
H -0.131 -1.787 0.927
H -1.687 -1.068 0.441
H 0.146 0.017 -0.797
H 0.968 0.429 0.731
H -0.895 3.437 -0.287
H 0.753 2.786 -0.172
H -2.316 1.496 -1.834
H -2.484 0.961 -4.262
H 1.691 2.907 -2.350
H 1.573 1.066 -6.692
H 0.941 2.719 -6.998
H -1.685 2.739 1.723
H -0.119 2.054 2.228
H -1.928 0.937 3.477
H -2.771 0.544 1.949
*
```

As for the SMILES: O=C(c1ccc(Cl)c(Cl)c1)N1CCN(Cc2ccc3c(c2)OCO3)CC1. The strongest force on any atom is 0.025 hartree/bohr. The electronic energy is -1990.4417 a.u. As for the HOMO energy: -8.2 eV. The energy above the lowest of the compared OMol25 structures with the same formula, charge and spin is 0.00 kcal/mol.


Entry 5:
# C19H28NPSeV

A structure of composition C19H28NPSeV in a non-equilibrium geometry (wB97M-V/def2-TZVPD, the OMol25 dataset).

The geometry in ORCA input format:
```
! wB97M-V def2-TZVPD RIJCOSX def2/J DEFGRID3
* xyz 0 4
C -0.601 1.990 -3.932
C 0.694 1.780 -3.472
C 0.921 1.281 -2.190
C -0.191 1.001 -1.382
C -1.502 1.148 -1.853
C -1.696 1.682 -3.128
C 2.345 1.189 -1.692
C 2.534 1.032 -0.180
N 1.703 1.999 0.718
V 0.494 0.260 0.386
C -2.701 0.764 -1.043
P -2.097 -0.127 0.495
H 1.548 2.019 -4.093
H -2.717 1.824 -3.480
H -0.764 2.436 -4.908
H -3.329 0.044 -1.582
H -3.338 1.617 -0.755
H 2.860 0.338 -2.168
H 2.908 2.080 -2.036
H 0.791 1.672 1.187
C -3.489 -0.414 1.714
C -1.761 1.615 1.356
H 3.571 1.391 0.025
C 1.349 3.312 0.076
C 2.624 2.295 1.896
H -2.580 -1.389 -0.173
H 2.165 4.008 0.293
H 1.225 3.239 -1.004
H 0.418 3.658 0.528
H 3.129 3.251 1.694
H 2.024 2.345 2.811
H 3.384 1.510 1.977
H -2.773 2.012 1.545
H -1.257 1.507 2.333
H -1.240 2.356 0.725
H -4.327 0.265 1.499
H -3.816 -1.454 1.617
H -3.125 -0.262 2.743
H 2.511 0.004 0.301
Se 0.827 -1.945 -0.672
C 0.630 -3.467 0.445
C 1.622 -4.463 0.598
C 1.324 -5.655 1.259
C 0.051 -5.856 1.815
C -0.920 -4.848 1.713
C -0.626 -3.652 1.056
H 2.614 -4.306 0.163
H 2.075 -6.447 1.337
H -0.193 -6.785 2.333
H -1.921 -4.992 2.134
H -1.377 -2.863 0.972
*
```

The strongest force on any atom is 0.111 hartree/bohr. The electronic energy is -4482.0048 a.u. As for the expectation value of S²: 3.810. As for the HOMO energy (spin up / spin down): -5.6 / -5.7 eV. The energy above the lowest of the compared OMol25 structures with the same formula, charge and spin is 135.96 kcal/mol.


Entry 6:
# C4H8NO2

The ion C4H8NO2 with charge -1 in a non-equilibrium geometry (wB97M-V/def2-TZVPD, the OMol25 dataset).

The geometry in ORCA input format:
```
! wB97M-V def2-TZVPD RIJCOSX def2/J DEFGRID3
* xyz -1 1
C -2.816 -0.432 0.541
C -1.386 -0.005 0.464
C -0.624 -0.557 -0.768
N 0.855 -0.741 -0.701
C 1.478 0.386 -0.032
O 2.495 0.137 0.601
O 0.837 1.430 -0.202
H -3.043 -1.520 0.893
H -3.394 0.355 1.207
H -3.213 -0.282 -0.481
H -0.706 -0.212 1.336
H -1.308 1.149 0.312
H -0.965 -1.641 -0.910
H -0.938 0.116 -1.649
H 1.016 -1.669 -0.211
*
```

As for the SMILES: CCCNC(=O)[O-]. The strongest force on any atom is 0.062 hartree/bohr. The electronic energy is -362.4901 a.u. As for the HOMO energy: -4.1 eV. The energy above the lowest of the compared OMol25 structures with the same formula, charge and spin is 21.45 kcal/mol.